1.
The following is a DFT calculation (wB97M-V/def2-TZVPD) of a cluster of 2 separate species, C5H16BN2O in total at a distorted geometry.

```
25
Properties=species:S:1:pos:R:3:nbo_charge:R:1
B -0.515 -1.826 1.632 0.99
C -1.559 -2.845 1.969 -1.03
C 1.368 2.045 -0.384 -0.73
C 0.186 -0.106 -1.160 -0.78
C -0.143 0.730 1.193 -0.37
C 0.318 0.917 -0.222 0.54
N -0.944 -0.474 1.545 -0.85
N -0.535 2.702 -2.722 -1.09
O 0.815 -1.975 1.228 -0.90
H -2.376 -2.416 2.549 0.26
H -1.259 -3.678 2.522 0.25
H -2.254 -3.195 1.120 0.27
H 1.264 2.692 -1.302 0.33
H 1.340 2.688 0.473 0.25
H 2.153 1.420 -0.767 0.29
H -0.669 -0.735 -1.309 0.32
H 0.825 0.166 -2.032 0.26
H 0.789 -0.818 -0.480 0.39
H 0.744 0.689 1.887 0.29
H -0.647 1.702 1.485 0.27
H -1.744 -0.203 2.004 0.40
H -0.845 1.800 -3.056 0.36
H -0.678 3.389 -3.485 0.39
H -1.251 2.832 -2.034 0.35
H 0.933 -2.996 1.297 0.52
```

## Properties
E_HOMO ... -13.82 eV
ΔE to the lowest compared entry with this formula, charge and spin ... 13.2 kcal per mole
Gap between HOMO and LUMO ... 8.69 eV
Spin multiplicity ... 1
Total charge ... +1

---

2.
The following is a DFT calculation (wB97M-V/def2-TZVPD) of a cluster of 3 separate species, C11H28BO7P in total at a distorted geometry.

```
48
Properties=species:S:1:pos:R:3:nbo_charge:R:1
O -3.754 0.327 -0.957 -0.57
C -2.695 0.814 -0.668 0.66
O -1.618 0.116 -0.277 -0.54
C -1.441 -1.163 -0.915 -0.06
C -2.167 -2.326 -0.216 -0.84
B -2.688 -2.074 1.241 0.32
P -1.705 -1.286 2.716 2.06
O -2.319 -1.659 4.002 -1.07
O -0.176 -1.816 2.643 -0.99
O -1.632 0.315 2.574 -0.99
H -2.510 1.895 -0.688 0.13
H -0.371 -1.351 -0.992 0.20
H -1.811 -1.088 -1.940 0.20
H -3.039 -2.602 -0.816 0.24
H -1.515 -3.211 -0.231 0.27
H -3.770 -2.449 1.545 -0.05
H 0.419 -1.227 2.157 0.50
H -0.851 0.651 2.113 0.51
C 3.480 2.541 4.236 -0.64
C 2.107 2.529 3.588 -0.06
O 1.526 1.240 3.488 -0.56
C 1.311 0.552 4.718 -0.07
C 0.384 1.270 5.680 -0.65
H 4.167 1.892 3.691 0.21
H 3.882 3.555 4.232 0.22
H 3.447 2.202 5.271 0.21
H 2.185 2.885 2.560 0.18
H 1.431 3.215 4.111 0.16
H 2.264 0.314 5.202 0.16
H 0.862 -0.396 4.425 0.20
H 0.795 2.224 6.016 0.20
H 0.216 0.650 6.560 0.22
H -0.579 1.463 5.206 0.22
C -0.638 -1.798 -6.232 -0.64
C -0.819 -0.855 -5.056 -0.06
O 0.266 -0.850 -4.143 -0.54
C 1.524 -0.467 -4.671 -0.06
C 1.553 0.935 -5.254 -0.64
H -0.473 -2.818 -5.883 0.21
H -1.530 -1.784 -6.859 0.22
H 0.210 -1.515 -6.858 0.20
H -1.682 -1.169 -4.468 0.18
H -1.030 0.161 -5.408 0.16
H 1.868 -1.198 -5.411 0.16
H 2.212 -0.526 -3.827 0.19
H 0.887 1.038 -6.111 0.20
H 2.563 1.175 -5.590 0.22
H 1.253 1.668 -4.504 0.21
```

## Properties
E_HOMO ... -9.91 eV
ΔE to the lowest compared entry with this formula, charge and spin ... 0.0 kcal per mole
Gap between HOMO and LUMO ... 9.64 eV
Spin multiplicity ... 1
SMILES ... O=COCCBP(=O)(O)O.CCOCC.CCOCC
Total charge ... 0

---

3.
The following is a DFT calculation (wB97M-V/def2-TZVPD) of a cluster of 2 separate species, C4H8IN2 in total at a distorted geometry.

```
15
Properties=species:S:1:pos:R:3:lowdin_spin:R:1
C 0.544 -0.240 0.736 0.73
C -2.811 0.362 1.867 0.04
C -0.043 0.705 1.340 0.75
C 0.845 -0.451 -0.716 0.11
N -3.158 1.298 2.461 0.02
N -0.414 -0.389 -1.469 0.06
I -0.801 2.357 0.142 0.18
H 0.739 -1.119 1.394 0.03
H 0.148 0.768 2.316 0.04
H 1.469 -1.393 -0.879 0.00
H 1.438 0.358 -1.114 0.02
H -3.709 1.573 3.231 0.00
H -0.365 -0.671 -2.429 0.01
H -0.666 0.641 -1.453 0.00
H -1.147 -0.850 -0.951 0.01
```

## Properties
Expectation value of S² ... 2.010
E_HOMO (alpha / beta) ... -9.74 / -13.81 eV
ΔE to the lowest compared entry with this formula, charge and spin ... 78.0 kcal per mole
Gap between HOMO and LUMO (alpha / beta) ... 6.23 / 6.67 eV
Spin multiplicity ... 3
Total charge ... +1

---

4.
The following is a DFT calculation (wB97M-V/def2-TZVPD) of a cluster of 9 separate species, C18H53F6NO15P in total at a distorted geometry.

```
94
Properties=species:S:1:pos:R:3:lowdin_spin:R:1
P -15.938 -5.716 -4.462 0.00
F -14.810 -4.525 -4.568 0.00
F -17.188 -4.734 -3.948 0.00
F -16.482 -5.536 -5.971 0.00
F -17.013 -6.912 -4.183 0.00
F -14.933 -6.930 -4.888 0.00
F -15.526 -5.901 -2.938 0.00
C -12.648 -12.491 -7.172 0.00
O -12.980 -11.133 -7.270 0.00
C -12.162 -10.414 -6.378 0.01
C -12.627 -8.942 -6.477 0.10
N -12.314 -8.312 -7.730 0.65
C -12.981 -7.020 -7.834 0.07
C -12.545 -6.031 -6.733 0.00
O -11.273 -5.411 -6.861 0.02
C -11.057 -4.534 -5.731 0.00
H -13.136 -12.937 -8.038 0.00
H -12.968 -12.999 -6.262 0.00
H -11.595 -12.739 -7.307 0.00
H -11.108 -10.490 -6.643 0.00
H -12.352 -10.787 -5.372 0.00
H -12.438 -8.529 -5.486 0.01
H -13.708 -9.079 -6.493 0.05
H -12.702 -8.904 -8.451 0.02
H -14.056 -7.121 -7.982 0.04
H -12.653 -6.490 -8.728 0.01
H -12.807 -6.531 -5.801 0.00
H -13.198 -5.163 -6.834 0.00
H -11.004 -5.070 -4.783 0.00
H -11.889 -3.838 -5.625 0.00
H -10.187 -3.979 -6.082 0.00
C -17.939 -7.894 -8.750 0.00
C -16.794 -7.249 -9.492 0.00
O -16.295 -5.954 -9.053 0.00
O -17.494 -8.458 -7.550 0.00
H -18.348 -8.650 -9.420 0.00
H -18.721 -7.209 -8.424 0.00
H -17.092 -7.099 -10.530 0.00
H -15.937 -7.913 -9.379 0.00
H -16.480 -5.849 -8.117 0.00
H -18.030 -8.091 -6.843 0.00
C -18.434 -3.954 -0.950 0.00
C -17.729 -2.626 -1.055 0.00
O -16.538 -2.456 -0.200 0.00
O -17.568 -5.151 -1.136 0.00
H -19.203 -3.886 -1.719 0.00
H -19.079 -4.068 -0.079 0.00
H -18.481 -1.846 -0.933 0.00
H -17.232 -2.598 -2.025 0.00
H -15.847 -2.701 -0.820 0.00
H -17.510 -5.016 -2.085 0.00
C -14.108 -1.644 -2.329 0.00
C -12.853 -1.570 -3.059 0.00
O -12.905 -1.821 -4.417 0.00
O -14.744 -2.949 -2.269 0.00
H -14.731 -0.955 -2.900 0.00
H -13.965 -1.148 -1.369 0.00
H -12.222 -2.234 -2.468 0.00
H -12.407 -0.590 -2.889 0.00
H -12.538 -1.043 -4.844 0.00
H -14.501 -3.508 -3.011 0.00
C -15.327 -10.449 -4.116 0.00
C -15.078 -11.698 -3.323 0.00
O -16.207 -11.767 -2.412 0.00
O -14.682 -9.229 -3.579 0.00
H -16.385 -10.196 -4.183 0.00
H -14.951 -10.605 -5.127 0.00
H -14.230 -11.457 -2.681 0.00
H -15.012 -12.508 -4.049 0.00
H -16.057 -11.075 -1.764 0.00
H -15.143 -8.523 -4.039 0.00
C -15.129 -0.616 -6.850 0.00
C -15.556 -2.078 -6.902 0.00
O -14.534 -3.044 -6.734 0.00
O -15.219 0.038 -5.614 0.00
H -15.846 -0.080 -7.472 0.00
H -14.125 -0.487 -7.256 0.00
H -16.049 -2.359 -7.833 0.00
H -16.283 -2.173 -6.096 0.00
H -14.895 -3.686 -6.118 0.00
H -14.915 -0.694 -5.073 0.00
C -20.287 -5.065 -6.387 0.00
C -19.144 -4.095 -6.879 0.00
O -18.662 -3.108 -5.999 0.00
O -20.983 -4.417 -5.343 0.00
H -19.832 -6.032 -6.174 0.00
H -20.884 -5.290 -7.270 0.00
H -19.473 -3.490 -7.724 0.00
H -18.252 -4.659 -7.152 0.00
H -18.295 -3.554 -5.232 0.00
H -21.279 -5.044 -4.679 0.00
O -14.977 -7.902 -0.862 0.00
H -15.045 -6.990 -0.580 0.00
H -15.059 -7.866 -1.815 0.00
```

## Properties
Expectation value of S² ... 0.754
E_HOMO (alpha / beta) ... -8.97 / -8.97 eV
Gap between HOMO and LUMO (alpha / beta) ... 8.50 / 3.43 eV
Spin multiplicity ... 2
Total charge ... 0

---

M (g mol⁻¹)
131.01, 314.12, 211.03, 668.58
E (eV)
-11142.16241, -36159.19872, -15344.34906, -77318.12503